This record from the Open Molecules 2025 dataset describes a gas-phase ion, C7H12Br2NO3 (charge +1). The level of theory is the ωB97M-V functional and the def2-TZVPD basis.

```
25
Properties=species:S:1:pos:R:3:forces:R:3:mulliken_charge:R:1
C 2.8448 -0.5885 0.0047 -0.374 0.356 0.356 -1.2001
C 2.8306 0.8614 -0.4107 2.180 -1.069 0.385 0.3140
Br 4.5411 1.7024 -0.4414 -0.427 -0.360 0.087 -0.1230
C 1.7482 1.4921 -0.7548 -1.165 2.293 -0.523 -0.4360
Br 1.8510 3.3219 -1.3003 -0.654 -0.536 0.147 -0.0823
C 0.4348 0.7817 -0.7590 -0.230 0.040 -0.666 0.7281
C -0.2373 0.4075 0.5487 0.520 -1.793 0.575 -0.5459
N -1.4111 -0.3305 -0.0507 -0.079 1.409 -0.208 -0.1720
C -2.5421 -0.6766 0.8707 -0.494 -0.084 0.004 -0.3829
O -2.4983 -1.9947 1.2704 -0.531 -0.276 -0.945 -0.2298
O -1.3055 -2.2480 1.9545 0.881 0.372 0.755 -0.3207
C -1.8079 0.6979 -1.1131 -0.309 0.290 -0.015 -0.5216
O -0.6635 1.4284 -1.4394 0.272 0.037 0.503 -0.3818
H 3.8217 -0.8946 0.3543 0.116 -0.121 -0.206 0.4328
H 2.4818 -1.2372 -0.7948 0.231 -0.059 -0.093 0.3023
H 2.1646 -0.7002 0.8500 0.125 -0.194 0.075 0.2619
H 0.6101 -0.1136 -1.3797 0.153 -0.307 0.521 0.2357
H -0.5358 1.1995 1.2306 -0.343 0.429 -0.583 0.3526
H 0.2250 -0.3301 1.2027 0.499 0.136 -0.263 0.4047
H -1.0491 -1.1560 -0.5296 -0.192 -0.161 0.186 0.4259
H -3.4635 -0.5902 0.2976 -0.107 -0.078 0.039 0.4521
H -2.5667 0.0294 1.7014 0.337 0.063 0.003 0.3161
H -0.7068 -2.6041 1.2793 -0.208 -0.385 0.051 0.3382
H -2.2247 0.2316 -2.0051 -0.123 -0.274 0.174 0.3723
H -2.5412 1.3103 -0.5861 -0.078 0.273 -0.360 0.4595
```
Positions in Å, forces in eV/Å.

Its orbital gap is 8.8 eV. The value obtained for the HOMO energy is -12.381 eV. As for the net charge: +1. The value obtained for the total energy is -5702.00779 Ha. Its SMILES is C/C(Br)=C(/Br)[C@H]1C[N@@H+](COO)CO1.

***

This record from the Open Molecules 2025 dataset describes a molecular structure, C7H12Br6F3O3STi. The level of theory is the ωB97M-V functional and the def2-TZVPD basis.

```
33
Properties=species:S:1:pos:R:3:forces:R:3:mulliken_charge:R:1
Ti -14.0989 7.7050 26.7894 0.209 0.138 0.322 0.5362
C -13.2037 8.8855 30.6155 0.606 1.521 -1.552 0.5818
F -14.2488 8.0960 30.5610 -0.685 -0.903 0.260 -0.2000
F -13.5785 10.0653 31.1033 -0.190 0.180 0.201 -0.2331
F -12.2785 8.3960 31.4364 -0.093 -0.247 -0.646 -0.2060
S -12.6402 9.2390 28.7727 3.071 2.076 2.221 1.3338
O -12.3480 7.9043 28.2473 0.608 -0.991 -0.223 -0.5938
O -13.7988 9.6767 27.9988 -0.545 0.863 0.308 -0.7382
O -11.4953 10.1844 29.0027 -3.182 -2.516 -0.973 -0.6079
Br -15.3320 7.0811 24.2870 0.512 -0.400 -0.031 -0.0978
C -15.9188 8.2034 22.7840 0.771 0.244 0.081 -0.6419
C -17.3558 8.5603 22.9624 -0.552 -0.169 -0.060 -0.5873
Br -18.4985 6.8775 22.9412 0.625 1.451 -0.146 -0.1396
H -15.6712 7.7247 21.8366 -0.338 -0.489 0.272 0.3649
H -15.2363 9.0526 22.8188 -0.378 0.307 0.237 0.3358
H -17.6439 9.2667 22.1839 -0.376 -0.515 -0.338 0.4050
H -17.5604 9.0953 23.8898 0.063 -0.489 0.181 0.3304
Br -17.0362 7.8647 27.1145 -0.105 -0.191 0.643 -0.1028
C -17.7970 7.1094 28.7893 -0.238 -0.050 0.273 -0.6097
C -18.6625 5.8929 28.4515 1.286 0.055 0.159 -0.5666
Br -19.4439 5.2613 30.1471 -0.081 0.275 -0.716 -0.1586
H -18.3677 7.8771 29.3118 -0.060 0.169 -0.502 0.3890
H -16.9634 6.8832 29.4541 0.052 -0.235 -0.351 0.3638
H -18.0138 5.0776 28.1313 -0.121 0.028 0.007 0.3391
H -19.3512 6.0972 27.6317 -0.458 -0.011 0.589 0.4248
Br -13.1776 5.1550 26.8082 -0.286 -0.822 -0.382 -0.0579
C -11.3997 4.5555 27.4770 0.379 0.949 -1.493 -0.5595
C -10.3585 4.2631 26.2903 -1.031 -0.652 1.382 -0.5801
Br -10.9656 2.6765 25.1620 0.608 1.287 1.020 -0.1445
H -11.6269 3.7393 28.1628 0.241 -0.234 -0.580 0.3872
H -11.1799 5.4327 28.0856 0.736 -0.075 -0.212 0.2697
H -9.4150 4.0497 26.7925 -0.083 -0.732 -0.066 0.3850
H -10.0709 5.0520 25.5952 -0.965 0.181 0.116 0.3789
```
Positions in Å, forces in eV/Å.

Its orbital gap (alpha / beta) is 6.1 / 10.3 eV. The value obtained for the HOMO energy (alpha / beta) is -6.062 / -10.556 eV. Its spin multiplicity is 4. The value obtained for the total energy is -17490.91035 Ha.

***

This record from the Open Molecules 2025 dataset describes 2 unconnected molecules or ions with the total composition C7H12BrClF2N2. The level of theory is the ωB97M-V functional and the def2-TZVPD basis.

```
25
Properties=species:S:1:pos:R:3:forces:R:3:mulliken_charge:R:1
C -2.3914 -0.3131 1.2063 0.159 0.136 -0.167 -1.6452
C -1.6806 0.2385 -0.0302 -0.404 -0.315 -0.291 1.6132
C -2.2903 1.5832 -0.4386 0.063 -0.219 0.091 -1.6955
C -1.7729 -0.7599 -1.1903 0.100 0.181 0.271 -1.7672
N -0.3266 0.5831 0.3836 -0.387 1.070 0.033 0.0437
N 0.6443 -0.3356 0.8848 0.618 -0.837 1.135 -0.6029
C 0.8463 0.3348 -0.3430 -0.338 0.857 -0.541 -0.0309
Br 2.0146 1.8899 -0.3907 -0.119 -0.097 -0.181 -0.1816
H -3.4426 -0.4862 0.9906 -0.098 -0.023 -0.023 0.4222
H -1.9455 -1.2543 1.5234 0.016 -0.105 0.036 0.3731
H -2.3080 0.3970 2.0252 -0.011 0.049 0.086 0.4108
H -2.1854 2.2928 0.3781 -0.005 0.046 0.047 0.4077
H -3.3446 1.4678 -0.6750 -0.132 -0.031 -0.080 0.4339
H -1.7758 1.9868 -1.3077 0.043 0.048 -0.109 0.3656
H -2.8174 -0.9099 -1.4473 -0.119 -0.086 -0.043 0.4606
H -1.2616 -0.3830 -2.0732 0.022 0.024 -0.106 0.4472
H -1.3521 -1.7270 -0.9197 0.065 -0.137 -0.010 0.3438
H 0.4143 -1.3255 0.7702 -0.100 0.042 -0.490 0.2617
H 0.8758 -0.1824 -1.2947 -0.084 -0.072 0.139 0.3461
F 3.1465 -0.8646 1.8900 0.206 0.136 -0.383 -0.2242
C 3.5094 -0.8195 0.6193 0.659 -0.753 0.343 0.4153
F 2.8062 -1.6968 -0.0916 0.271 0.353 0.085 -0.2472
C 4.5397 -0.1217 0.1719 -0.335 -0.186 0.232 -0.2159
Cl 5.0247 -0.1421 -1.4670 -0.032 -0.057 -0.150 -0.1353
H 5.0730 0.5475 0.8253 -0.059 -0.026 0.075 0.4011
```
Positions in Å, forces in eV/Å.

Its orbital gap is 9.7 eV. The value obtained for the HOMO energy is -8.996 eV. The value obtained for the total energy is -3617.26250 Ha. Its SMILES is CC(C)(C)N1N[C@@H]1Br.FC(F)=CCl. The value obtained for the energy above the lowest of the compared OMol25 structures with the same formula, charge and spin is 0.0 kcal/mol.

***

This record from the Open Molecules 2025 dataset describes 2 unconnected molecules or ions with the total composition C7H12BrNO3S. The level of theory is the ωB97M-V functional and the def2-TZVPD basis.

```
25
Properties=species:S:1:pos:R:3:forces:R:3:mulliken_charge:R:1
Br 1.0864 0.0976 -3.5659 -0.343 0.370 0.480 -0.1830
C -0.0572 0.5639 -2.0269 -1.198 -0.983 0.750 -0.6082
C -0.4839 -0.7620 -1.3176 0.872 1.011 -0.292 -0.8328
C 0.7981 -1.3682 -0.6285 -1.840 -0.074 0.517 -0.7237
C 0.5042 -1.4372 0.8852 2.602 -0.918 0.933 -0.0411
C 1.7707 -1.7402 1.7666 -0.084 0.157 -0.916 -0.7618
N 1.2034 -1.7031 3.1358 -0.053 0.519 -0.324 -0.0552
C 0.3307 -0.7424 3.3129 0.728 0.178 -1.895 -0.1180
S 0.0961 0.1632 1.7620 -1.048 -1.045 1.644 0.0624
H 0.5176 1.1532 -1.2889 -0.216 0.054 -0.807 0.3473
H -0.9928 1.0819 -2.3158 0.881 0.136 -0.237 0.3781
H -0.9619 -1.4568 -2.0266 0.311 0.269 0.304 0.4156
H -1.2534 -0.4724 -0.5680 0.376 -0.203 -0.385 0.4206
H 1.6929 -0.7479 -0.8097 -0.378 -0.347 -0.039 0.4715
H 0.9265 -2.3894 -1.0378 0.350 0.474 0.546 0.3236
H -0.2069 -2.2012 1.2530 -0.307 0.549 -0.891 0.3487
H 2.4850 -0.8999 1.6270 -0.321 -0.309 0.375 0.3944
H 2.3391 -2.6599 1.5512 -0.695 0.077 0.270 0.3991
H 1.5142 -2.3873 3.8147 -0.288 0.248 0.303 0.2868
H -0.1780 -0.5761 4.2710 0.342 0.159 -0.471 0.4339
C -2.5913 3.5311 -1.6690 -1.758 0.212 -0.812 0.6880
O -2.8368 4.7033 -2.0614 0.135 -0.768 0.282 -0.7556
O -1.3245 3.4070 -1.1082 0.820 0.539 0.231 -0.4513
O -3.2828 2.4959 -1.7100 0.583 0.101 0.117 -0.7150
H -1.0953 4.3472 -1.2451 0.529 -0.407 0.315 0.2757
```
Positions in Å, forces in eV/Å.

Its orbital gap is 3.6 eV. The value obtained for the HOMO energy is -6.456 eV. The value obtained for the total energy is -3526.49423 Ha. The value obtained for the energy above the lowest of the compared OMol25 structures with the same formula, charge and spin is 53.5 kcal/mol.

***

This record from the Open Molecules 2025 dataset describes 2 unconnected molecules or ions with the total composition C7H12Cl2N3O3. The level of theory is the ωB97M-V functional and the def2-TZVPD basis.

```
27
Properties=species:S:1:pos:R:3:forces:R:3:mulliken_charge:R:1
C 1.2861 -1.4093 -1.0573 -0.202 -0.038 0.690 0.2826
C 0.8295 1.7351 2.5307 -0.133 1.932 2.484 -0.6567
C -0.6806 1.9652 2.3904 -1.125 -2.171 0.652 -0.5488
C 0.2721 1.9722 0.2874 -1.814 -1.160 -2.083 -0.1295
C 1.2365 1.1443 1.2099 -0.259 1.736 -0.886 0.1810
C 0.8563 -0.2890 1.1971 -1.195 0.277 -0.421 -0.9067
C -1.4174 -0.8665 -2.4828 -1.262 2.930 0.372 0.1175
N 1.4517 -2.0583 -2.1191 3.664 -0.405 -1.630 -0.3538
N -1.6044 -2.0965 -2.2760 -1.430 -1.927 1.832 0.8205
N 1.0257 -0.8234 -0.1133 0.000 0.141 1.053 0.2674
O -2.6269 -2.4359 -1.3302 0.373 -0.944 -1.078 -0.4356
O -0.8953 -3.0095 -2.7326 -0.045 -1.355 -0.373 -0.7841
O -0.9453 2.1021 1.0272 0.400 1.034 -1.004 -0.3858
Cl -0.2787 -0.4540 -3.6334 -0.075 1.035 -0.782 -0.0388
Cl -2.3703 0.3684 -1.6886 0.708 -1.012 -0.694 -0.0297
H 1.3116 2.7698 2.7475 -0.500 -1.886 -0.520 0.3008
H 0.9018 1.1241 3.4670 0.709 0.267 -0.910 0.3137
H -1.2834 1.0056 2.5802 0.879 1.165 0.892 0.2456
H -1.0763 2.7537 3.0504 0.170 -0.066 -0.550 0.3381
H 0.5918 2.9740 -0.0378 0.519 -0.426 0.304 0.3280
H -0.1547 1.4213 -0.6838 1.665 0.992 1.804 -0.1421
H 2.2757 1.2714 0.9188 0.135 0.182 0.190 0.4516
H -0.2050 -0.3066 1.4065 -0.430 -0.340 -0.129 0.3522
H 1.3184 -0.8591 1.9629 0.844 -0.768 0.346 0.4493
H 2.3880 -1.9226 -2.6129 -1.947 -0.518 0.707 0.2635
H 0.7187 -2.7021 -2.4329 -0.529 -0.282 -0.382 0.3310
H -2.9257 -3.3744 -1.5753 0.879 1.608 0.115 0.3689
```
Positions in Å, forces in eV/Å.

Its orbital gap is 9.6 eV. The value obtained for the HOMO energy is -12.590 eV. As for the net charge: +1. The value obtained for the total energy is -1583.85110 Ha. The value obtained for the energy above the lowest of the compared OMol25 structures with the same formula, charge and spin is 0.0 kcal/mol.